[1]
The following is a DFT calculation (ωB97M-V/def2-TZVPD) of 2 unconnected molecules or ions with the total composition C4H10N2 at a distorted geometry.

```
16
Properties=species:S:1:pos:R:3
H -2.69280 -2.45255 0.35564
N -3.10796 -1.52557 0.33327
C -2.27896 -0.66024 0.74478
N -2.34187 0.69158 0.43446
H -1.51833 -0.78938 1.51456
H -2.93573 0.88556 -0.35454
H -1.46870 1.18542 0.53865
C 2.03415 1.18359 0.64484
C 1.57640 0.80800 -0.55214
C 1.68626 -0.58837 -1.11054
H 2.19004 2.19747 0.96850
H 2.21330 0.39983 1.37139
H 1.27813 1.57542 -1.26145
H 1.10688 -0.81419 -2.00940
H 2.75034 -0.78713 -1.31041
H 1.50886 -1.30943 -0.30761
```

Properties
SMILES string: [H]/N=C/N.C=CC
total charge: 0
HOMO-LUMO gap: 10.0 eV

[2]
The following is a DFT calculation (ωB97M-V/def2-TZVPD) of a molecular structure, C10H27I2OP2SiYb at a distorted geometry.

```
44
Properties=species:S:1:pos:R:3
I 0.30940 -0.79045 -5.64037
I -0.33958 1.76455 -4.88444
Yb 0.01617 -0.75118 -1.77084
P -2.48835 -0.14503 -0.83709
C -3.52390 1.38134 -0.45199
C -3.08559 -0.72794 -2.54063
H -4.16744 -0.91697 -2.52325
H -4.21970 -1.64491 0.16947
H -2.56303 -1.67367 -2.82563
H -2.59342 -2.43819 0.07752
H -3.17622 2.15116 -1.20227
H -2.77347 -0.00265 -3.32151
C -3.14525 -1.49070 0.29760
H -4.60779 1.16008 -0.53174
H -2.87718 -1.26461 1.34562
H -3.20813 1.74447 0.55942
P 2.49474 -0.05935 -0.82621
C 3.47593 1.50235 -0.43588
C 3.19434 -1.38412 0.30800
H 2.62695 -1.57869 -2.82474
H 4.20955 -0.76962 -2.51153
H 2.78615 0.08632 -3.31368
C 3.12134 -0.62203 -2.52532
H 2.67459 -2.34862 0.08341
H 4.27319 -1.50092 0.17894
H 4.56739 1.31870 -0.51205
H 3.14251 1.85458 0.57311
H 2.91719 -1.16807 1.35569
H 3.10588 2.26053 -1.18785
C -0.03182 1.84286 -0.29885
O -0.05421 3.01662 -0.10020
C 1.47987 1.01930 2.75691
Si -0.00326 0.09006 2.03129
C 0.02539 -1.72375 2.61360
C -1.51818 0.97051 2.75144
H 2.45927 0.58434 2.50628
H 1.33549 1.00121 3.86070
H 1.47152 2.08062 2.46075
H 0.02434 -1.73232 3.72277
H -0.84783 -2.30844 2.30247
H 0.91886 -2.27908 2.30468
H -1.37826 0.95723 3.85473
H -1.54471 2.03136 2.45462
H -2.48277 0.50311 2.49707
```

Properties
expectation value of S²: 0.75
spin multiplicity: 2
total charge: +2
HOMO-LUMO gap (spin up / spin down): 5.1 / 7.5 eV

Here are the calculated energy above the lowest of the compared OMol25 structures with the same formula, charge and spin numbers, same order: 37.3, 0.0 (kcal/mol).